The following is a quantum chemistry calculation of 14 unconnected molecules or ions with the total composition C34H63BCl26F3O7 at a distorted geometry, from the OMol25 dataset.

## Properties
total energy = -385028.5586 eV
F_max = 1.09 eV/A
total charge = -1
gap between HOMO and LUMO = 6.421 eV

Geometry as XYZ:
```
134
Properties=species:S:1:pos:R:3:mulliken_charge:R:1
C 4.10 -3.84 1.63 -1.04
B 4.29 -2.45 0.96 0.14
O 4.34 -1.33 1.80 -0.64
C 4.38 -2.16 -0.62 2.06
C 5.04 -0.82 -0.78 -1.57
O 5.23 -0.42 -2.14 -0.26
O 4.71 0.93 -2.27 -0.41
O 3.03 -1.98 -1.21 -0.21
C 2.30 -3.08 -1.37 0.20
O 2.25 -3.71 -2.39 -0.63
C 1.42 -3.50 -0.21 -0.74
C 0.98 -2.39 0.72 0.24
C 0.00 -1.45 0.12 0.68
F -0.99 -2.06 -0.53 -0.30
F 0.54 -0.54 -0.68 -0.25
F -0.59 -0.74 1.12 -0.22
C 5.31 -3.19 -1.29 0.26
O 6.04 -3.73 -0.42 -0.73
O 5.30 -3.31 -2.50 -0.69
H 4.48 -4.66 1.04 0.28
H 3.06 -4.06 1.86 0.23
H 4.62 -3.83 2.57 0.26
H 3.56 -0.79 1.64 0.29
H 4.45 -0.05 -0.31 0.62
H 6.02 -0.87 -0.33 0.45
H 3.78 0.78 -2.44 0.30
H 0.57 -3.91 -0.70 0.38
H 1.90 -4.31 0.31 0.44
H 0.48 -2.84 1.56 0.36
H 1.80 -1.83 1.13 -0.59
Cl -2.08 -1.31 4.49 -0.14
C -2.43 0.41 4.79 0.08
C -1.48 1.32 4.06 -0.31
Cl 0.17 1.23 4.73 -0.21
H -2.39 0.58 5.86 -0.22
H -3.45 0.59 4.45 0.14
H -1.81 2.35 4.17 0.29
H -1.43 1.08 3.00 0.34
Cl -4.81 2.66 4.79 -0.22
C -5.81 3.09 6.20 0.14
C -6.19 1.86 6.98 0.11
Cl -7.33 0.82 6.08 -0.20
H -6.68 3.64 5.86 -0.25
H -5.22 3.75 6.83 0.30
H -6.68 2.14 7.91 0.38
H -5.31 1.26 7.21 -0.29
Cl -4.10 -0.09 8.92 -0.21
C -2.44 -0.68 8.58 -0.09
C -1.40 0.31 9.04 -0.39
Cl -1.40 1.81 8.09 -0.16
H -2.37 -0.88 7.52 -0.06
H -2.32 -1.61 9.12 0.38
H -0.41 -0.14 8.94 0.24
H -1.55 0.58 10.08 0.36
Cl 1.89 2.47 -2.36 -0.17
C 2.94 3.37 -3.50 -0.59
C 2.30 3.60 -4.84 -0.16
Cl 2.10 2.12 -5.81 -0.12
H 3.87 2.82 -3.59 0.41
H 3.14 4.33 -3.04 0.35
H 2.93 4.26 -5.43 0.30
H 1.32 4.05 -4.75 0.03
Cl 2.15 7.38 -6.93 -0.20
C 1.26 6.21 -7.93 -0.57
C -0.20 6.13 -7.56 0.21
Cl -0.44 5.41 -5.95 -0.18
H 1.74 5.24 -7.83 0.27
H 1.36 6.53 -8.97 0.38
H -0.72 5.50 -8.28 -0.38
H -0.66 7.11 -7.56 0.43
Cl 2.71 -2.16 7.56 -0.24
C 3.66 -1.36 6.27 -0.27
C 2.90 -1.23 4.98 0.01
Cl 2.61 -2.80 4.21 -0.10
H 4.57 -1.94 6.14 0.04
H 3.93 -0.37 6.64 0.34
H 3.47 -0.64 4.28 0.29
H 1.93 -0.75 5.13 -0.06
Cl -0.90 -0.10 -9.90 -0.13
C 0.30 -1.19 -9.15 -0.52
C 1.35 -0.38 -8.45 -0.28
Cl 2.35 0.53 -9.60 -0.18
H 0.71 -1.83 -9.92 0.36
H -0.23 -1.81 -8.43 0.28
H 2.01 -1.02 -7.87 0.39
H 0.89 0.34 -7.77 0.09
Cl -5.61 0.73 -13.49 -0.20
C -4.27 1.27 -12.45 -0.40
C -4.21 0.52 -11.15 0.07
Cl -5.59 0.91 -10.09 -0.18
H -4.38 2.34 -12.29 0.26
H -3.35 1.09 -13.01 0.34
H -3.31 0.78 -10.61 -0.30
H -4.21 -0.56 -11.31 0.43
Cl -9.04 4.19 5.10 -0.16
C -9.44 5.88 5.50 -0.49
C -8.54 6.86 4.78 -0.43
Cl -6.86 6.78 5.37 -0.17
H -9.37 6.00 6.57 0.31
H -10.47 6.04 5.20 0.34
H -8.89 7.87 4.95 0.31
H -8.52 6.66 3.71 0.31
Cl -2.64 5.57 -9.64 -0.21
C -3.53 4.10 -9.15 0.02
C -2.96 3.48 -7.90 -0.69
Cl -1.34 2.78 -8.17 -0.10
H -3.50 3.40 -9.98 -0.10
H -4.56 4.39 -8.98 0.36
H -3.61 2.66 -7.58 0.41
H -2.88 4.20 -7.10 0.35
Cl -0.85 -7.12 -5.25 -0.23
C 0.37 -6.04 -4.51 -0.48
C 0.78 -6.46 -3.13 0.01
Cl -0.54 -6.25 -1.95 -0.22
H -0.04 -5.03 -4.49 0.28
H 1.24 -6.05 -5.16 0.35
H 1.60 -5.83 -2.79 -0.08
H 1.09 -7.50 -3.11 0.41
Cl -0.19 -6.68 4.31 -0.19
C 0.53 -6.15 5.86 -0.31
C -0.46 -5.41 6.72 -0.64
Cl -0.89 -3.83 6.02 -0.02
H 1.39 -5.53 5.63 0.18
H 0.87 -7.05 6.37 0.34
H -0.02 -5.22 7.69 0.28
H -1.38 -5.98 6.86 0.34
Cl 7.07 -2.25 6.76 -0.15
C 7.67 -1.73 8.35 -0.42
C 6.64 -0.94 9.10 -0.45
Cl 6.32 0.65 8.35 -0.19
H 8.58 -1.16 8.19 0.32
H 7.92 -2.63 8.91 0.29
H 6.99 -0.75 10.12 0.34
H 5.69 -1.47 9.16 0.27
```

The following is a quantum chemistry calculation of a molecular structure, C34H64As3N3O4PTi at a distorted geometry, from the OMol25 dataset.

## Properties
total energy = -263851.0766 eV
F_max = 2.81 eV/A
total charge = +3
gap between HOMO and LUMO (alpha / beta) = 2.912 / 2.910 eV

Geometry as XYZ:
```
110
Properties=species:S:1:pos:R:3:mulliken_charge:R:1
Ti 7.82 -18.99 2.76 0.98
N 7.01 -18.62 4.73 -0.47
C 6.39 -19.85 5.18 -0.38
C 6.75 -21.04 4.29 0.38
O 6.30 -22.11 4.56 -0.48
O 7.45 -20.78 3.14 -0.29
H 7.91 -18.43 5.22 0.39
H 6.48 -17.71 4.81 -0.14
H 5.29 -19.78 5.17 0.31
H 6.65 -20.10 6.22 0.50
O 3.00 -19.41 -2.14 -0.51
C 2.61 -18.89 -0.87 -0.50
C 3.83 -18.75 -0.03 -0.08
C 3.77 -18.29 1.31 -1.08
C 4.94 -18.11 2.04 -0.43
N 6.19 -18.45 1.56 0.92
C 6.22 -18.89 0.25 1.08
C 5.08 -19.01 -0.58 -0.89
C 7.51 -19.21 -0.23 0.34
C 7.70 -19.59 -1.54 -0.84
C 8.97 -20.07 -1.91 0.19
C 9.24 -20.41 -3.34 -0.55
O 8.15 -20.10 -4.12 -0.50
C 9.97 -20.18 -0.91 -1.18
C 9.71 -19.76 0.37 -0.67
N 8.47 -19.33 0.79 0.90
H 2.24 -19.37 -2.76 0.35
H 1.94 -19.61 -0.36 0.34
H 2.10 -17.91 -0.95 0.39
H 2.82 -18.00 1.78 0.49
H 4.92 -17.58 2.98 0.43
H 5.17 -19.41 -1.59 0.69
H 6.93 -19.45 -2.29 0.62
H 9.47 -21.48 -3.37 0.38
H 10.21 -19.89 -3.61 0.38
H 8.30 -20.25 -5.09 0.35
H 10.99 -20.54 -1.18 0.49
H 10.49 -19.68 1.09 0.40
C 10.66 -21.46 4.03 -1.36
As 10.63 -19.47 4.14 0.78
C 10.81 -19.40 6.10 -1.26
C 12.63 -19.34 3.69 -2.03
C 13.27 -17.96 3.41 2.43
C 12.91 -17.06 4.60 -1.01
C 12.90 -17.42 2.02 -1.59
As 11.16 -16.40 1.83 0.72
C 11.14 -16.45 -0.17 -1.26
C 11.85 -14.54 2.04 -1.61
C 14.79 -18.23 3.45 -2.12
As 16.22 -16.84 2.95 0.37
C 16.23 -16.89 0.95 -1.02
C 15.47 -15.03 3.25 -0.97
H 11.53 -21.85 4.57 0.48
H 10.82 -21.75 2.99 0.35
H 9.76 -21.92 4.40 0.45
H 11.78 -19.81 6.46 0.44
H 10.05 -20.02 6.55 0.51
H 10.62 -18.37 6.47 0.31
H 12.78 -20.05 2.85 0.54
H 13.14 -19.77 4.55 0.78
H 11.82 -16.87 4.62 -0.29
H 13.43 -16.08 4.54 0.20
H 13.17 -17.52 5.56 0.38
H 12.93 -18.18 1.24 0.45
H 13.60 -16.64 1.73 0.40
H 11.74 -15.65 -0.62 0.45
H 10.12 -16.30 -0.59 0.24
H 11.51 -17.39 -0.56 0.37
H 12.85 -14.49 1.64 0.52
H 11.87 -14.19 3.09 0.41
H 11.25 -13.83 1.47 0.48
H 15.08 -18.99 2.72 0.59
H 15.08 -18.65 4.42 0.47
H 15.57 -17.69 0.56 0.23
H 17.27 -17.16 0.72 0.43
H 15.99 -15.93 0.52 0.31
H 15.55 -14.81 4.33 0.35
H 14.43 -14.86 2.99 0.08
H 16.11 -14.36 2.70 0.41
C 4.56 -14.73 3.10 -1.49
C 5.81 -14.45 3.97 0.25
C 5.45 -14.87 5.39 -1.71
P 7.40 -15.14 3.23 1.02
C 8.73 -14.20 4.26 0.84
C 9.49 -15.19 5.19 -1.09
C 8.28 -12.96 5.00 -1.74
C 7.61 -14.23 1.57 0.79
C 7.08 -12.80 1.46 -1.49
C 7.22 -15.15 0.39 -0.94
H 3.79 -13.95 3.30 0.39
H 4.11 -15.70 3.34 0.40
H 4.77 -14.73 2.01 0.22
H 5.98 -13.36 3.95 0.64
H 5.00 -15.87 5.42 0.38
H 4.74 -14.11 5.80 0.37
H 6.30 -14.94 6.09 0.34
H 9.42 -13.90 3.47 0.08
H 8.94 -15.38 6.11 0.43
H 10.45 -14.71 5.42 0.54
H 9.67 -16.17 4.72 -0.21
H 7.58 -13.18 5.79 0.37
H 7.88 -12.16 4.34 0.30
H 9.14 -12.57 5.56 0.48
H 8.70 -14.20 1.52 -0.40
H 6.04 -12.76 1.80 0.26
H 7.09 -12.51 0.38 0.44
H 7.70 -12.10 2.01 0.35
H 6.10 -15.14 0.22 0.27
H 7.53 -16.20 0.53 -0.35
H 7.73 -14.80 -0.53 0.55
```